[1]
148
Properties=species:S:1:pos:R:3:forces:R:3:lowdin_charge:R:1 method="wB97M-V/def2-TZVPD" lumo_energy_ev=0.885 orbital_gap_ev=5.387 energy_ev=-787266.3442 total_charge=-1 homo_energy_ha=-0.165
C -2.476800 0.912356 -2.165087 -0.07 0.57 0.08 -0.1251
O -1.603337 1.956390 -1.535899 -2.17 -1.88 1.16 -0.2899
C -1.934268 1.876277 -0.078163 1.98 0.94 0.06 -0.2124
C -0.773132 2.780049 0.709928 -0.23 -0.37 1.08 -0.1669
C -0.915046 2.606646 2.352205 -1.31 0.87 -0.11 -0.2388
C -0.112736 3.789029 3.194306 -0.39 -0.40 0.04 -0.2254
C 1.540915 3.545864 3.217283 -2.04 -0.57 -0.11 -0.1902
C 1.847086 2.668070 4.562329 -0.02 1.28 0.08 -0.1951
C 3.439787 2.700346 5.049683 -1.30 -0.28 1.32 -0.1573
C 4.070703 1.221065 4.911519 -0.84 0.63 1.53 -0.1238
C 4.987491 0.825853 3.655356 0.72 -3.36 0.55 -0.2629
B 6.512117 0.763375 4.364620 1.39 -1.46 -0.89 -0.3720
O 7.164246 -0.590405 4.273132 0.07 4.15 0.68 0.0557
O 7.109979 1.934525 5.037216 0.01 -1.20 -2.35 0.0375
O 4.594083 -0.618785 3.471097 0.28 2.46 -0.87 -0.3324
P 3.224048 -0.751462 2.346061 -2.38 -1.82 -0.23 0.5030
C 4.000924 -2.032270 1.164716 2.44 -1.38 0.03 -0.3319
C 2.989587 -3.242743 0.709519 -0.34 1.40 -0.27 -0.2715
C 1.991522 -2.845861 -0.556709 -0.09 0.29 0.86 -0.2406
C 2.756278 -2.085084 -1.789413 -0.21 0.49 0.06 -0.1558
C 2.143799 -2.368364 -3.280404 1.27 1.61 -0.76 -0.2048
O 0.913776 -3.173573 -3.315327 1.52 -2.39 -3.63 -0.1210
C 1.086608 -4.016779 -4.545326 0.57 -5.77 0.14 -0.2548
C 1.140077 -3.343662 -6.074066 0.07 0.30 0.42 -0.0373
O 1.222956 -5.369711 -4.490963 -1.21 9.05 0.24 -0.1316
O 3.701509 0.704151 1.491759 3.98 2.04 1.19 -0.3464
C 4.865471 1.392881 2.144639 -3.56 -0.37 -1.62 -0.2645
B 4.796020 2.986174 1.777066 -1.46 2.01 -1.22 -0.3810
C 5.689073 4.201681 2.429772 0.39 0.16 -0.46 -0.0366
O 3.836507 3.378105 0.685332 1.08 -0.22 3.35 0.0091
S 6.327650 0.905870 1.008118 7.84 -2.91 4.20 0.9322
O 7.569288 1.840592 1.295116 -4.68 -1.87 -1.35 -0.3660
O 6.828511 -0.535523 1.222582 -2.70 4.33 -1.55 -0.3048
C 5.969281 1.120044 -0.811258 -0.30 -0.21 -5.55 -0.2678
F 4.703187 0.541219 -1.301113 4.39 2.31 1.64 0.0244
F 6.108268 2.541143 -1.305808 -0.86 -4.60 1.85 -0.0544
F 7.065409 0.374151 -1.538529 -3.93 2.05 2.97 -0.1129
H -2.597983 1.132549 -3.313523 0.44 -0.43 2.53 0.0162
H -3.522171 1.021108 -1.624368 1.87 -0.58 -1.33 0.0993
H -2.004449 -0.147411 -1.992501 -1.01 1.94 -0.29 0.1067
H -3.010662 2.324654 0.097181 2.00 -1.04 -0.21 0.1135
H -1.824524 0.754436 0.253132 -0.46 2.15 -0.42 0.1373
H -0.899498 3.940074 0.499114 0.26 -2.47 0.15 0.1071
H 0.310932 2.424237 0.434710 -2.22 0.70 0.11 0.1220
H -0.684303 1.517938 2.733288 -0.06 2.19 -0.85 0.1243
H -2.070820 2.786959 2.587248 2.47 -0.58 -0.36 0.0355
H -0.385653 4.871120 2.776857 0.53 -2.40 0.62 0.0962
H -0.575276 3.755107 4.292073 1.23 0.12 -2.19 0.0922
H 2.021134 4.612569 3.193306 -0.50 -2.12 0.18 0.1138
H 1.757371 2.913697 2.228781 -0.05 1.43 2.22 0.1111
H 1.188053 3.149115 5.432516 1.46 -0.93 -1.82 0.1036
H 1.428987 1.587353 4.402617 1.11 1.97 0.23 0.0976
H 3.372997 2.933489 6.220982 0.30 -0.47 -2.51 0.1162
H 4.050155 3.590458 4.601810 -1.17 -1.83 0.54 0.0998
H 4.715668 1.037675 5.902179 -1.07 0.38 -2.19 0.1345
H 3.173175 0.440708 5.025545 2.18 1.78 -0.64 0.1363
H 8.157168 -0.506435 4.381501 -1.74 0.01 0.09 0.1129
H 7.550244 2.562572 4.385270 -0.95 -1.31 1.09 0.1112
H 2.659396 -1.845902 3.147273 0.23 0.06 -0.28 -0.0033
H 2.139394 -0.758062 1.352798 -0.29 -0.09 0.23 -0.0113
H 2.328303 0.127830 3.050420 0.44 0.34 0.83 -0.0280
H 4.514472 -1.457291 0.284771 -1.07 -1.38 1.34 0.0540
H 4.887055 -2.554181 1.771225 -1.68 1.04 -1.41 0.0974
H 2.263366 -3.441980 1.626844 1.86 0.27 -1.84 0.0422
H 3.615442 -4.190711 0.404649 -1.28 1.71 0.77 0.1048
H 1.196005 -2.068899 -0.129672 1.63 -1.80 -0.97 0.1034
H 1.428937 -3.830141 -0.844545 1.16 2.15 0.07 0.0181
H 3.923346 -2.329482 -1.840653 -2.63 0.50 0.25 0.1287
H 2.620397 -0.915559 -1.591251 0.56 -2.63 -0.40 0.1195
H 1.881282 -1.343127 -3.832833 0.67 -2.06 1.26 0.1376
H 2.968744 -2.890796 -3.937887 -1.52 0.92 1.37 0.1265
H 1.067170 -4.204614 -6.882178 -0.10 1.76 2.05 0.0686
H 0.281264 -2.541217 -6.181979 1.71 -1.75 0.23 0.0945
H 2.160731 -2.787259 -6.286728 -2.04 -1.13 0.80 0.0925
H 6.683459 4.270758 1.781604 -2.02 -0.23 1.34 0.0975
H 5.997039 4.017676 3.543326 -0.63 0.57 -2.07 0.0650
H 5.111914 5.211757 2.246120 1.19 -1.85 0.71 0.0846
H 3.234892 4.084471 1.063172 1.27 -0.92 -0.82 0.0895
C -2.490674 3.156140 -5.789589 0.33 0.23 0.17 -1.9546
Cl -3.229011 4.295485 -6.943364 1.34 -0.08 0.35 0.4438
Cl -3.577675 1.764800 -5.550718 0.07 0.30 -0.28 0.5350
Cl -0.929913 2.586792 -6.433482 -0.46 -0.09 0.50 0.5054
Cl -2.225958 3.977471 -4.230808 -0.10 -0.31 -0.47 0.5643
C -4.157972 5.776842 3.181714 0.02 0.00 -0.04 -1.9818
Cl -3.454532 4.759770 1.899067 -0.36 0.48 0.31 0.5696
Cl -5.657866 5.024535 3.780718 0.50 0.26 -0.19 0.4816
Cl -2.994507 5.931246 4.522326 -0.30 -0.07 -0.33 0.5270
Cl -4.524884 7.391875 2.524827 0.08 -0.32 0.14 0.5126
C -7.010438 5.009790 -7.696239 -0.07 -0.19 0.11 -1.9884
Cl -8.718427 4.768978 -7.249886 0.35 0.13 -0.12 0.4866
Cl -6.488393 6.636852 -7.191669 -0.09 -0.37 -0.11 0.5175
Cl -6.005355 3.784423 -6.881981 -1.54 0.20 -0.29 0.4631
Cl -6.829500 4.848786 -9.461400 -0.02 0.04 0.40 0.5162
C 9.238372 1.181373 -4.211246 -0.26 0.15 0.27 -1.9890
Cl 10.791543 2.054224 -4.195773 -0.25 -0.18 -0.04 0.4984
Cl 9.454467 -0.428531 -3.479149 -0.03 0.40 -0.21 0.5302
Cl 8.030961 2.101040 -3.277917 0.85 0.06 -0.93 0.6015
Cl 8.676410 0.998848 -5.892121 0.14 0.02 0.27 0.4972
C -6.327543 1.096719 4.976369 -0.06 0.00 -0.29 -1.9318
Cl -7.356770 2.547697 4.877367 0.18 -0.43 0.02 0.4909
Cl -6.307534 0.496022 6.653634 0.30 -0.07 -0.45 0.4411
Cl -6.976995 -0.166611 3.900759 0.12 1.04 -0.12 0.5024
Cl -4.668887 1.509686 4.473604 -0.56 -0.19 -0.32 0.4989
C 1.034497 -6.794166 0.404609 0.07 0.27 -0.05 -1.9793
Cl 2.421883 -7.497126 1.273778 -0.31 0.14 -0.16 0.5100
Cl 1.483686 -6.503520 -1.294865 -0.20 -0.10 0.39 0.5430
Cl -0.341764 -7.923910 0.470302 0.23 0.13 -0.02 0.4961
Cl 0.574062 -5.252168 1.169261 -0.19 -0.89 -0.11 0.5845
C 0.185075 4.018861 -10.502780 -0.04 0.08 0.11 -2.0023
Cl 1.674153 4.975880 -10.299771 -0.34 -0.23 -0.06 0.5124
Cl -0.879876 4.271895 -9.096969 0.40 0.07 -0.81 0.4642
Cl -0.656001 4.536464 -11.985821 0.19 -0.12 0.29 0.5044
Cl 0.601981 2.291208 -10.628694 -0.10 0.40 0.03 0.5110
C -2.915808 2.084064 8.774258 0.11 0.01 -0.10 -1.9965
Cl -1.362637 2.956914 8.789732 -0.36 -0.21 0.01 0.5121
Cl -2.699713 0.474159 9.506355 -0.07 0.37 -0.17 0.5145
Cl -4.123219 3.003729 9.707588 0.22 -0.20 -0.20 0.5068
Cl -3.477770 1.901538 7.093384 0.58 0.27 0.89 0.4562
C -11.899761 2.695122 -5.969108 0.05 -0.08 0.02 -2.0176
Cl -13.230761 1.902337 -5.089122 0.31 0.20 -0.21 0.5099
Cl -10.351140 1.947607 -5.502794 -0.42 0.19 -0.11 0.5045
Cl -12.148648 2.501190 -7.722726 0.07 0.06 0.42 0.5063
Cl -11.868530 4.429389 -5.561924 -0.01 -0.39 -0.10 0.4981
C -7.298285 -4.001764 4.953036 0.15 0.01 0.15 -1.9873
Cl -8.143486 -4.983704 6.176096 0.18 0.27 -0.20 0.4972
Cl -5.936285 -4.933362 4.281069 -0.36 0.21 0.14 0.5249
Cl -8.431311 -3.578599 3.644635 0.23 -0.02 0.26 0.4965
Cl -6.682149 -2.511316 5.710265 -0.16 -1.16 0.21 0.4678
C -10.626035 1.782103 7.710410 0.08 -0.06 0.06 -1.9968
Cl -8.931304 1.264024 7.526211 -1.04 0.21 0.23 0.4651
Cl -11.651733 0.874724 6.570646 0.24 0.22 0.26 0.5118
Cl -11.166343 1.464104 9.378245 0.08 0.08 -0.35 0.5082
Cl -10.754792 3.525582 7.366673 0.03 -0.38 0.06 0.5087
C 3.254763 -7.875650 -6.723678 -0.06 0.02 0.44 -1.9959
Cl 2.873156 -7.703602 -4.991852 0.24 -0.22 -0.67 0.5510
Cl 4.929465 -8.455135 -6.908147 -0.31 0.11 -0.03 0.4867
Cl 2.135761 -9.047512 -7.464831 0.24 0.25 0.11 0.5052
Cl 3.080562 -6.296403 -7.529957 0.08 -0.35 0.12 0.5198
C -10.816760 -7.541628 4.132166 0.12 0.04 -0.05 -2.0079
Cl -11.845987 -6.090650 4.033163 0.25 -0.33 0.03 0.5058
Cl -10.796752 -8.142326 5.809431 0.00 0.15 -0.38 0.5059
Cl -11.466212 -8.804959 3.056555 0.14 0.29 0.26 0.5099
Cl -9.158104 -7.128661 3.629401 -0.48 -0.23 0.04 0.4902
C 9.131849 -9.357177 -7.149379 -0.02 0.06 0.07 -2.0197
Cl 10.826579 -9.875255 -7.333578 -0.38 0.11 0.03 0.5039
Cl 8.106150 -10.264556 -8.289143 0.22 0.21 0.26 0.4979
Cl 8.591540 -9.675175 -5.481543 0.12 0.09 -0.45 0.5100
Cl 9.003092 -7.613696 -7.493116 0.02 -0.46 0.09 0.5092



[2]
17
Properties=species:S:1:pos:R:3:forces:R:3:lowdin_charge:R:1 method="wB97M-V/def2-TZVPD" smiles="c1csc(C2=NCCS2)c1" lumo_energy_ev=0.384 orbital_gap_ev=9.053 energy_ev=-30531.9123 total_charge=0 homo_energy_ha=-0.319
C 2.463442 0.803158 2.469404 1.86 2.75 1.57 -0.1985
C 2.393177 -0.425086 2.980461 -1.76 -1.91 -1.48 -0.3737
S 1.289670 -1.444552 2.053138 0.42 1.12 0.04 1.0448
C 0.940834 -0.105713 1.013193 -0.76 0.22 0.29 -0.5364
C -0.135437 -0.157892 0.026269 0.49 -1.23 -0.21 -0.6254
N -0.782799 -1.239193 -0.161188 0.84 -0.05 1.44 0.0170
C -1.671826 -1.228974 -1.222531 -1.82 3.47 -1.83 -0.2585
C -1.544663 0.155975 -2.029393 0.25 0.51 0.38 -0.4061
S -0.392901 1.199584 -1.072023 -0.47 -0.06 0.21 0.9335
C 1.607515 1.021610 1.377032 0.54 -3.34 1.33 -0.1415
H 3.117044 1.636010 2.942051 -1.24 -1.56 -0.93 0.1420
H 2.751592 -0.948995 3.804816 1.16 -0.12 1.32 0.0371
H -2.759166 -1.295749 -1.039138 0.59 -0.42 0.77 0.1196
H -1.464257 -1.857848 -2.011195 0.69 -2.47 -1.05 0.0768
H -1.065556 0.127726 -3.009708 -0.34 -0.60 -0.01 0.0544
H -2.523017 0.614998 -2.126279 0.05 0.28 -0.01 0.0574
H 1.488300 1.916717 0.959069 -0.49 3.43 -1.83 0.0576



[3]
12
Properties=species:S:1:pos:R:3:forces:R:3:lowdin_charge:R:1 method="wB97M-V/def2-TZVPD" lumo_energy_ev=4.344 orbital_gap_ev=6.804 energy_ev=-5740.1408 total_charge=-1 homo_energy_ha=-0.090
O 0.185689 1.163096 2.070867 0.17 -0.37 -0.47 -0.6054
H -0.277848 1.655931 2.745430 -0.20 0.16 0.29 -0.2213
C -0.112869 0.792777 -0.946644 -0.45 0.21 -1.79 -0.1920
N -0.602302 -0.540666 -0.580758 0.83 -0.48 1.47 -0.1760
C 0.381741 -1.597257 -0.733007 1.28 -0.73 -1.74 -0.2041
H -1.022940 1.336166 -1.165370 -0.17 0.68 0.23 0.0518
H 0.481376 1.347374 -0.228666 -0.02 -0.36 0.61 0.0389
H 0.402480 0.818427 -1.926915 0.04 -0.51 0.24 0.0612
H -0.605629 -0.458153 0.448533 -0.65 0.34 -0.20 0.0642
H 0.320323 -2.387097 0.007818 -0.19 0.23 0.57 0.0555
H 1.414738 -1.206435 -0.748610 -0.08 -0.08 0.40 0.0658
H 0.359740 -2.210080 -1.686105 -0.56 0.91 0.39 0.0615



[4]
13
Properties=species:S:1:pos:R:3:forces:R:3:lowdin_spin:R:1 method="wB97M-V/def2-TZVPD" lumo_energy_ev="-3.810 / -6.417" s_squared=2.01 orbital_gap_ev="8.871 / 7.953" energy_ev=-15732.8489 total_charge=+1 multiplicity=3 homo_energy_ha="-0.466 / -0.528"
O 1.281873 0.670456 -0.055373 1.45 0.58 -0.07 0.1795
C 1.093187 -0.461431 0.489287 0.37 -2.62 -1.32 0.0180
O 2.019680 -1.255190 0.681675 -0.11 1.06 0.61 0.0152
Li 3.215280 0.323176 0.371986 -0.16 -0.39 -0.08 0.0237
O -0.182089 -0.858393 0.677313 -0.07 -0.55 0.71 0.0084
C -1.070040 -1.005936 -0.417221 -0.05 5.38 3.50 0.0494
C -2.522599 -1.094044 -0.016026 0.84 -6.71 -1.61 0.1325
H -0.609237 -1.726434 -1.126839 -0.21 1.17 -0.23 0.0037
H -2.231359 -1.887815 -1.025736 -4.57 2.26 1.16 0.0046
H -2.751856 -1.944178 0.639500 0.95 -0.27 0.67 0.0489
H -3.261493 -0.417317 0.445237 0.26 0.67 -1.64 0.0335
Hg -0.243795 2.144284 0.159630 -0.88 1.74 0.43 0.6546
O -1.637518 0.457882 -0.614017 2.18 -2.33 -2.13 0.8279



[5]
19
Properties=species:S:1:pos:R:3:forces:R:3:lowdin_charge:R:1 method="wB97M-V/def2-TZVPD" smiles=CC(C)P([O-])NCO lumo_energy_ev=4.042 orbital_gap_ev=6.666 energy_ev=-19200.7210 total_charge=-1 homo_energy_ha=-0.096
C -1.550087 -0.933579 0.159857 1.09 -1.82 2.23 -0.1966
C -1.158720 0.464131 0.565496 -0.02 1.73 -0.96 -0.5039
C -2.259309 1.487026 -0.019534 3.59 1.02 -0.95 -0.1451
P 0.636533 0.814610 -0.224327 -1.76 -0.54 -0.70 0.6073
O 1.190924 2.021942 0.471762 0.24 1.39 0.69 -0.5591
N 1.541751 -0.489333 0.567819 0.37 0.77 0.96 -0.2108
C 2.257716 -1.257862 -0.366991 2.90 -1.92 1.12 -0.4687
O 2.975589 -0.561504 -1.367866 0.18 0.01 -0.40 -0.1292
H -2.092323 -1.663701 0.889213 0.73 1.50 -1.02 0.0921
H -2.068414 -0.878078 -0.740654 -1.35 -0.03 -1.46 0.0170
H -0.620350 -1.439208 -0.138946 -0.14 -0.40 0.33 0.0236
H -0.856286 0.703327 1.596765 -0.70 -0.42 -0.01 0.0766
H -1.785005 2.573735 -0.173324 -0.68 -2.37 -0.30 0.0931
H -3.012742 1.738349 0.636233 -1.92 0.00 1.81 -0.0043
H -2.733633 1.060259 -0.933756 0.62 0.62 0.43 0.0544
H 2.220346 0.030066 1.171612 -0.88 -0.51 -0.56 0.0812
H 1.708473 -2.098180 -0.737144 -1.13 -0.08 -0.96 0.0764
H 3.112942 -1.831605 0.112367 -0.83 0.55 0.27 0.1096
H 2.492593 0.259604 -1.468582 -0.32 0.49 -0.51 -0.0136



[6]
49
Properties=species:S:1:pos:R:3:forces:R:3:lowdin_charge:R:1 method="wB97M-V/def2-TZVPD" smiles="CCCCO[Si@@H](O[Si@@H](N)NCCC)[PH2]=N.c1cc[nH]c1" lumo_energy_ev=0.736 orbital_gap_ev=9.088 energy_ev=-46980.5974 total_charge=0 homo_energy_ha=-0.307
C -1.976133 -2.168965 2.549995 -0.04 -0.09 0.00 -0.1169
C -1.979063 -0.631233 2.509435 0.06 -0.03 -0.06 -0.2471
C -2.414020 -0.009160 1.164409 -0.10 0.09 0.14 -0.1822
C -1.419683 0.978501 0.556130 -0.11 -0.03 -0.07 -0.2489
O -0.605358 0.368446 -0.452286 0.17 0.05 0.08 -0.2365
Si 0.690842 -0.576167 -0.143855 0.07 -0.01 -0.06 0.2894
O 1.329728 -1.032551 -1.565292 -0.01 -0.08 0.19 -0.3096
Si 1.568604 -2.496573 -2.316486 -0.07 0.13 -0.20 0.2846
N 0.136434 -2.858761 -3.213004 -0.16 0.03 0.43 -0.0640
N 2.977958 -2.333838 -3.266422 0.31 -0.08 0.35 -0.1108
C 3.812500 -1.139020 -3.427496 -0.25 0.00 -0.15 -0.2771
C 4.658938 -0.747178 -2.217523 0.08 0.01 -0.01 -0.2606
C 5.405699 -1.915315 -1.591196 0.03 -0.06 -0.03 -0.1180
P 2.325861 0.499832 1.014714 -0.03 -0.06 -0.13 0.5635
N 3.449973 -0.520234 1.425422 -0.19 -0.04 0.07 -0.3607
H -2.132526 -2.593887 1.556812 0.04 0.01 0.01 0.0615
H -1.031701 -2.568188 2.920740 -0.01 0.04 0.02 0.0640
H -2.763364 -2.564525 3.193102 -0.02 0.04 -0.03 0.0649
H -0.980661 -0.260290 2.760343 0.01 -0.03 -0.02 0.0892
H -2.632551 -0.255097 3.298349 0.06 0.03 0.02 0.0987
H -3.362086 0.519449 1.286784 -0.01 -0.04 0.04 0.0958
H -2.593096 -0.798517 0.430806 -0.01 0.07 -0.06 0.1086
H -1.938795 1.804656 0.071078 0.01 -0.04 -0.04 0.1153
H -0.785623 1.409958 1.339691 -0.04 0.03 -0.02 0.0970
H 0.346359 -1.735686 0.710434 0.00 0.00 -0.07 0.0198
H 1.731149 -3.592215 -1.331657 0.05 0.00 -0.07 0.0113
H -0.357202 -3.680362 -2.888996 0.03 -0.04 -0.10 0.0154
H -0.536212 -2.105461 -3.286369 0.07 0.01 -0.20 0.0256
H 3.554253 -3.165557 -3.245848 -0.08 -0.01 -0.10 0.0678
H 4.472114 -1.308794 -4.283558 -0.01 -0.02 0.00 0.1078
H 3.157156 -0.311740 -3.708852 0.07 0.04 0.03 0.1052
H 4.038971 -0.275106 -1.457698 -0.10 0.01 0.10 0.0635
H 5.376834 0.010372 -2.548615 -0.04 0.01 0.00 0.1054
H 4.721291 -2.609848 -1.101639 -0.02 0.01 -0.04 0.0616
H 5.975582 -2.467453 -2.346442 0.02 0.01 0.05 0.0726
H 6.097202 -1.567636 -0.825113 0.02 0.01 -0.01 0.0691
H 2.712951 1.584885 0.185652 0.01 0.05 0.04 -0.0393
H 1.656465 1.245504 2.018942 -0.01 -0.01 0.01 -0.0471
H 3.702651 -0.527775 2.404457 0.15 0.06 -0.07 -0.0504
C -3.844994 3.841489 2.247787 0.05 -0.03 0.00 -0.1192
C -3.744677 4.808906 1.210522 0.01 -0.02 -0.01 -0.1130
C -4.870058 4.695325 0.438714 0.00 0.01 -0.01 -0.1414
N -5.643676 3.699880 0.968761 0.01 -0.02 0.00 0.0030
C -5.027351 3.173322 2.070758 -0.01 -0.02 -0.02 -0.1511
H -3.130815 3.657413 3.033470 -0.01 0.01 0.01 0.0899
H -2.940172 5.507180 1.051233 -0.01 0.00 0.00 0.0895
H -5.182623 5.238317 -0.436613 0.00 0.00 0.00 0.1055
H -6.528323 3.399776 0.603094 0.01 0.01 0.01 0.1432
H -5.478755 2.373924 2.633329 0.00 0.01 0.01 0.1052